Density functional theory data (wB97M-V/def2-TZVPD) for a cluster of 2 separate species, C4H9N2O2 in total.

```
17
Properties=species:S:1:pos:R:3:mulliken_charge:R:1
O 0.445 1.536 1.593 -0.808
C 0.272 0.713 0.648 0.093
N -0.833 0.354 0.051 -0.520
C -3.732 0.353 -0.971 -0.125
O -4.576 1.199 -1.173 -0.460
C 1.568 0.080 0.068 0.558
C 1.347 -1.394 -0.332 -1.513
N 2.730 0.197 0.895 -0.679
H -1.621 0.908 0.373 0.180
H -2.754 0.367 -1.471 0.276
H -3.973 -0.394 -0.227 0.273
H 1.677 0.626 -0.878 0.100
H 0.840 -1.368 -1.263 0.367
H 2.326 -1.822 -0.578 0.433
H 0.704 -1.968 0.329 0.342
H 2.809 1.111 1.314 0.275
H 2.771 -0.499 1.622 0.209
```

Output
Charge   -1
Energy   -417.8154 Eh
ΔE to the lowest compared entry with this formula, charge and spin   42.2 kcal/mol
Gap between HOMO and LUMO   7.5 eV

---

Density functional theory data (wB97M-V/def2-TZVPD) for an isolated molecule of C21H25FN6O2.

```
55
Properties=species:S:1:pos:R:3:mulliken_charge:R:1
C -0.347 -2.679 2.966 -1.537
C -1.053 -3.456 1.852 1.241
C -2.523 -3.047 1.728 -1.471
C -0.961 -4.956 2.141 -1.816
N -0.383 -3.218 0.579 1.122
N -0.007 -4.242 -0.195 -0.253
N 0.539 -3.776 -1.233 -1.231
N 0.558 -2.451 -1.206 0.142
C -0.019 -2.085 -0.081 -0.906
C -0.229 -0.662 0.343 0.870
C 0.972 -0.162 1.119 -0.643
C 2.273 -0.543 0.814 0.197
C 3.345 -0.046 1.534 -1.094
C 3.137 0.844 2.574 -0.406
C 1.851 1.236 2.901 -0.884
C 0.793 0.728 2.171 0.402
F -0.461 1.092 2.519 -0.345
N -0.533 0.238 -0.756 0.286
C 0.574 0.533 -1.657 -0.081
C 0.028 1.275 -2.885 -1.595
N -1.143 2.026 -2.513 0.182
C -1.219 3.336 -2.178 0.627
O -2.279 3.847 -1.847 -0.719
C -0.013 4.184 -2.252 0.315
C 0.001 5.557 -2.284 -0.535
C 1.357 5.944 -2.265 -0.466
C 2.072 4.787 -2.210 -0.526
O 1.259 3.721 -2.203 -0.152
C -2.260 1.166 -2.180 -1.194
C -1.740 -0.103 -1.483 -0.567
H 0.731 -2.821 2.907 0.388
H -0.689 -3.046 3.930 0.501
H -0.560 -1.616 2.920 0.335
H -2.632 -1.980 1.549 0.311
H -2.996 -3.586 0.910 0.368
H -3.045 -3.290 2.650 0.410
H -1.424 -5.529 1.343 0.429
H 0.078 -5.265 2.219 0.441
H -1.467 -5.178 3.076 0.451
H -1.103 -0.621 1.003 0.895
H 2.444 -1.233 0.002 0.475
H 4.347 -0.356 1.280 0.444
H 3.973 1.233 3.134 0.421
H 1.654 1.923 3.708 0.496
H 1.091 -0.379 -1.983 0.409
H 1.277 1.175 -1.119 0.306
H 0.792 1.920 -3.312 0.668
H -0.278 0.557 -3.653 0.341
H -0.863 6.188 -2.319 0.534
H 1.745 6.941 -2.285 0.460
H 3.127 4.595 -2.172 0.468
H -2.917 1.738 -1.521 0.471
H -2.817 0.901 -3.086 0.283
H -1.561 -0.905 -2.218 0.342
H -2.497 -0.457 -0.780 0.389
```

Output
Structure (SMILES)   CC(C)(C)n1nnnc1[C@@H](c1ccccc1F)N1CCN(C(=O)c2ccco2)CC1
Energy   -1394.0692 Eh
ΔE to the lowest compared entry with this formula, charge and spin   2.2 kcal/mol
Gap between HOMO and LUMO   9.4 eV

---

Density functional theory data (wB97M-V/def2-TZVPD) for a structure of composition AsF6H76O38.

```
121
Properties=species:S:1:pos:R:3:mulliken_charge:R:1
As -16.615 16.953 -16.614 2.174
F -17.786 16.400 -17.812 -0.500
F -17.997 17.581 -15.598 -0.309
F -15.478 17.449 -15.365 -0.725
F -15.178 16.382 -17.578 -0.662
F -16.564 18.524 -17.464 -0.568
F -16.864 15.343 -15.754 -0.418
O -14.348 18.957 -10.127 -0.662
H -15.220 18.565 -10.075 0.363
H -14.103 18.874 -11.049 0.358
O -11.885 19.731 -18.406 -0.560
H -11.959 18.966 -18.977 0.262
H -12.584 20.317 -18.698 0.289
O -12.506 12.013 -17.406 -0.633
H -12.374 12.845 -17.861 0.278
H -13.439 11.827 -17.511 0.360
O -12.840 15.756 -16.093 -0.579
H -13.224 14.954 -15.739 0.332
H -13.520 16.116 -16.664 0.240
O -21.841 18.862 -14.214 -0.550
H -22.669 19.276 -13.972 0.262
H -21.826 18.045 -13.716 0.249
O -19.557 19.904 -15.535 -0.781
H -20.241 19.469 -15.026 0.236
H -19.054 19.187 -15.922 0.325
O -14.548 18.229 -12.933 -0.168
H -14.930 18.082 -13.799 0.286
H -14.816 17.467 -12.420 0.166
O -17.185 12.601 -15.468 -0.368
H -17.290 12.903 -14.566 0.112
H -16.988 13.395 -15.965 0.317
O -16.967 13.739 -12.902 -0.622
H -17.363 14.610 -12.922 0.213
H -16.399 13.752 -12.132 0.257
O -21.219 21.771 -16.667 -0.655
H -21.467 21.351 -17.491 0.278
H -20.700 21.111 -16.208 0.467
O -16.024 17.121 -22.221 -0.562
H -15.094 17.088 -22.442 0.230
H -16.474 17.036 -23.062 0.253
O -17.860 18.455 -20.842 -0.539
H -17.740 18.006 -20.005 0.261
H -17.279 17.994 -21.447 0.329
O -20.494 17.374 -19.085 -0.599
H -21.371 17.371 -18.702 0.240
H -19.910 17.200 -18.347 0.223
O -14.804 15.487 -11.547 -0.530
H -14.090 14.942 -11.217 0.256
H -15.206 15.857 -10.762 0.299
O -18.314 16.489 -12.572 -0.425
H -19.271 16.484 -12.548 0.157
H -18.097 16.850 -13.432 0.178
O -10.452 14.923 -17.580 -0.621
H -10.042 15.742 -17.859 0.274
H -10.990 15.167 -16.827 0.367
O -17.098 21.516 -16.014 -0.457
H -16.984 21.760 -16.933 0.270
H -17.878 20.961 -16.008 0.255
O -21.917 13.802 -17.612 -0.606
H -22.557 14.405 -17.234 0.270
H -21.208 13.771 -16.970 0.467
O -17.708 14.580 -23.280 -0.573
H -17.642 14.589 -22.325 0.357
H -17.712 15.505 -23.528 0.224
O -13.478 21.703 -17.082 -0.572
H -13.616 21.713 -18.029 0.282
H -13.914 20.904 -16.784 0.300
O -20.305 20.206 -19.021 -0.529
H -19.417 20.512 -19.204 0.248
H -20.328 19.314 -19.366 0.338
O -16.904 17.764 -10.537 -0.560
H -17.552 18.366 -10.170 0.219
H -17.424 17.051 -10.909 0.266
O -11.916 15.716 -20.788 -0.591
H -11.097 15.246 -20.634 0.292
H -12.095 16.163 -19.961 0.312
O -13.949 13.834 -22.329 -0.610
H -14.046 12.997 -21.876 0.306
H -13.676 14.447 -21.646 0.302
O -17.203 21.369 -21.278 -0.577
H -16.932 21.578 -22.171 0.282
H -17.127 20.417 -21.221 0.321
O -21.009 15.143 -12.486 -0.523
H -20.795 14.272 -12.821 0.266
H -21.879 15.045 -12.101 0.261
O -11.773 16.481 -13.864 -0.690
H -12.456 16.916 -13.352 0.319
H -12.109 16.480 -14.760 0.458
O -17.450 14.183 -19.574 -0.610
H -18.359 14.139 -19.277 0.267
H -17.329 15.093 -19.844 0.142
O -18.452 11.549 -12.382 -0.630
H -17.975 12.371 -12.498 0.522
H -18.268 11.291 -11.479 0.288
O -17.241 10.456 -17.802 -0.633
H -17.945 10.512 -18.449 0.300
H -17.663 10.665 -16.969 0.293
O -13.954 12.270 -14.179 -0.632
H -14.811 12.660 -14.350 0.342
H -14.011 11.391 -14.552 0.277
O -19.991 14.111 -15.715 -0.653
H -20.355 13.439 -15.139 0.273
H -19.119 14.284 -15.361 0.141
O -14.718 21.135 -12.344 -0.626
H -14.397 20.308 -12.704 0.269
H -14.087 21.358 -11.659 0.294
O -15.689 22.970 -14.320 -0.639
H -15.936 22.221 -14.863 0.327
H -15.496 22.591 -13.462 0.393
O -13.973 21.009 -20.256 -0.526
H -14.420 20.355 -20.793 0.236
H -14.459 21.819 -20.409 0.288
O -20.136 16.003 -21.722 -0.583
H -20.201 16.487 -20.899 0.358
H -19.941 16.670 -22.379 0.281
O -15.435 12.548 -18.547 -0.487
H -16.190 13.049 -18.855 0.273
H -15.795 11.946 -17.896 0.319
O -17.071 22.703 -18.643 -0.556
H -17.330 22.506 -19.543 0.251
H -17.287 23.629 -18.529 0.263
```

Output
Charge   -1
Energy   -5739.9570 Eh
ΔE to the lowest compared entry with this formula, charge and spin   53.1 kcal/mol
Gap between HOMO and LUMO   7.9 eV